1.
{
  "formula": "C23H49BrNO3S",
  "method": "ωB97M-V/def2-TZVPD",
  "elements": ["C", "O", "C", "C", "C", "C", "C", "C", "C", "C", "C", "C", "C", "S", "Br", "C", "C", "C", "C", "C", "C", "C", "O", "C", "H", "H", "H", "H", "H", "H", "H", "H", "H", "H", "H", "H", "H", "H", "H", "H", "H", "H", "H", "H", "H", "H", "H", "H", "H", "H", "H", "H", "H", "H", "H", "H", "H", "H", "H", "H", "H", "H", "H", "H", "H", "H", "C", "C", "O", "N", "C", "H", "H", "H", "H", "H", "H", "H"],
  "positions_angstrom": [[2.020, -2.449, 4.997], [3.286, -1.828, 4.870], [3.959, -2.046, 3.649], [3.841, -0.876, 2.643], [2.599, -0.008, 2.809], [1.391, -0.610, 2.107], [0.062, 0.068, 2.436], [-0.016, 1.552, 2.068], [-0.836, 2.390, 3.054], [-2.341, 2.295, 2.867], [-2.916, 2.925, 1.577], [-3.704, 1.899, 0.755], [-2.657, 0.978, 0.125], [-3.353, -0.224, -1.021], [-4.277, -1.703, 0.282], [-1.864, -1.010, -1.686], [-0.993, -0.024, -2.496], [0.493, -0.310, -2.267], [1.387, 0.859, -2.678], [1.210, 2.151, -1.859], [1.864, 3.304, -2.642], [2.545, 4.410, -1.810], [2.759, 4.062, -0.446], [2.407, 5.113, 0.427], [1.855, -3.238, 4.264], [1.219, -1.714, 4.888], [1.977, -2.908, 5.979], [3.680, -2.986, 3.170], [5.013, -2.145, 3.898], [3.926, -1.229, 1.619], [4.704, -0.236, 2.808], [2.826, 0.956, 2.362], [2.391, 0.187, 3.856], [1.547, -0.712, 1.036], [1.293, -1.634, 2.473], [-0.155, -0.058, 3.495], [-0.709, -0.514, 1.920], [0.992, 1.944, 2.080], [-0.366, 1.719, 1.052], [-0.619, 1.989, 4.043], [-0.482, 3.418, 3.053], [-2.793, 2.843, 3.689], [-2.698, 1.273, 2.981], [-2.157, 3.361, 0.929], [-3.609, 3.718, 1.840], [-4.305, 2.373, -0.013], [-4.322, 1.301, 1.417], [-2.190, 0.404, 0.917], [-1.933, 1.591, -0.396], [-2.123, -1.898, -2.254], [-1.308, -1.327, -0.807], [-1.211, -0.229, -3.540], [-1.232, 1.020, -2.330], [0.749, -1.178, -2.872], [0.714, -0.586, -1.235], [2.436, 0.594, -2.581], [1.236, 1.093, -3.731], [0.156, 2.379, -1.699], [1.664, 1.976, -0.891], [2.614, 2.876, -3.298], [1.091, 3.751, -3.257], [3.524, 4.602, -2.247], [2.000, 5.350, -1.850], [1.342, 5.346, 0.346], [2.588, 4.805, 1.452], [3.000, 6.008, 0.232], [-1.056, -4.780, -4.067], [-2.504, -4.366, -3.969], [-2.836, -3.210, -3.707], [-3.441, -5.311, -4.182], [-3.248, -6.716, -4.504], [-0.430, -3.914, -3.874], [-0.827, -5.550, -3.330], [-0.832, -5.154, -5.066], [-4.386, -4.966, -4.104], [-3.718, -6.938, -5.462], [-3.717, -7.332, -3.736], [-2.195, -6.965, -4.562]],
  "e_lumo_ha": -0.163,
  "total_energy_ev": -113148.82595,
  "spin_multiplicity": 1,
  "charge": 1,
  "homo_ev": -11.42
}

2.
{
  "formula": "C23H49IrN2OP3S",
  "method": "ωB97M-V/def2-TZVPD",
  "elements": ["Ir", "P", "P", "P", "H", "C", "C", "H", "C", "C", "C", "C", "C", "C", "C", "C", "C", "H", "H", "H", "H", "H", "H", "H", "H", "H", "H", "H", "H", "H", "H", "H", "H", "H", "H", "H", "H", "H", "H", "H", "H", "H", "H", "H", "H", "H", "C", "C", "C", "C", "C", "C", "S", "H", "H", "H", "H", "H", "H", "C", "N", "C", "C", "C", "N", "C", "C", "O", "H", "H", "H", "H", "H", "H", "H", "H", "H", "H", "H", "H"],
  "positions_angstrom": [[-0.167, 0.519, 0.184], [-0.863, 2.357, 1.355], [-2.349, -0.165, -0.496], [2.087, 1.403, -0.195], [-0.167, -2.291, -9.231], [0.863, -2.514, -8.927], [1.203, -3.733, -8.454], [0.457, -4.531, -8.355], [-1.302, 3.834, 0.373], [-2.379, 2.121, 2.348], [0.333, 2.914, 2.632], [-2.450, -1.679, -1.540], [-3.528, -0.599, 0.843], [-3.184, 1.130, -1.511], [3.183, 0.487, -1.360], [3.235, 1.564, 1.235], [2.035, 3.125, -0.845], [1.611, -1.723, -9.054], [2.238, -3.972, -8.185], [-1.587, 4.640, 1.066], [-2.152, 3.597, -0.282], [-0.452, 4.155, -0.242], [-2.468, 2.934, 3.088], [-2.323, 1.171, 2.896], [-3.282, 2.130, 1.721], [-0.158, 3.643, 3.299], [1.213, 3.397, 2.182], [0.669, 2.056, 3.238], [-3.490, -2.037, -1.588], [-1.826, -2.473, -1.104], [-2.092, -1.484, -2.561], [-4.517, -0.151, 0.654], [-3.166, -0.264, 1.821], [-3.634, -1.694, 0.877], [-4.032, 0.676, -2.045], [-2.471, 1.532, -2.244], [-3.548, 1.951, -0.877], [4.179, 0.957, -1.380], [2.779, 0.472, -2.382], [3.297, -0.553, -1.021], [4.038, 2.286, 1.008], [3.693, 0.587, 1.447], [2.700, 1.907, 2.129], [3.034, 3.391, -1.221], [1.744, 3.837, -0.061], [1.307, 3.177, -1.666], [0.389, -0.904, -3.029], [0.301, 0.386, -3.583], [0.113, 0.562, -4.957], [0.045, -0.548, -5.812], [0.196, -1.836, -5.278], [0.391, -2.014, -3.915], [0.570, -1.240, -1.327], [-0.440, 1.497, -1.030], [0.389, 1.248, -2.925], [0.025, 1.567, -5.363], [-0.109, -0.413, -6.880], [0.157, -2.700, -5.940], [0.552, -3.006, -3.498], [2.570, -1.094, 3.204], [1.405, -1.538, 3.931], [1.633, -2.263, 5.179], [0.339, -2.344, 5.954], [-0.823, -2.512, 4.999], [-0.913, -1.297, 4.177], [-1.582, -0.146, 4.836], [0.242, -1.035, 3.455], [0.275, -0.373, 2.374], [2.692, -0.002, 3.296], [2.436, -1.349, 2.146], [3.480, -1.564, 3.592], [2.016, -3.266, 4.923], [2.412, -1.755, 5.778], [0.220, -1.427, 6.561], [0.396, -3.181, 6.654], [-1.764, -2.628, 5.542], [-0.666, -3.361, 4.316], [-2.633, -0.087, 4.510], [-1.585, -0.263, 5.932], [-1.040, 0.798, 4.615]],
  "e_lumo_ha": [-0.340, -0.498],
  "total_energy_ev": -71185.29823,
  "relative_energy_kcal_mol": 0.0,
  "spin_multiplicity": 5,
  "charge": 3,
  "homo_ev": [-12.99, -15.43]
}

3.
{
  "formula": "C23H49IrN4OP3",
  "method": "ωB97M-V/def2-TZVPD",
  "elements": ["Ir", "P", "P", "P", "H", "C", "C", "H", "C", "C", "C", "C", "C", "C", "C", "C", "C", "H", "H", "H", "H", "H", "H", "H", "H", "H", "H", "H", "H", "H", "H", "H", "H", "H", "H", "H", "H", "H", "H", "H", "H", "H", "H", "H", "H", "H", "C", "C", "C", "C", "C", "C", "O", "H", "H", "H", "H", "H", "H", "C", "N", "C", "N", "C", "N", "C", "N", "C", "C", "H", "H", "H", "H", "H", "H", "H", "H", "H", "H", "H", "H"],
  "positions_angstrom": [[0.803, 1.530, 0.390], [2.016, -0.083, 1.509], [2.629, 2.440, -0.263], [-1.474, -5.023, -1.170], [0.403, 2.559, -3.103], [0.281, 1.635, -2.474], [-1.159, 1.262, -2.416], [-1.576, 1.498, -1.419], [2.909, -1.290, 0.440], [3.310, 0.463, 2.707], [1.124, -1.339, 2.539], [2.076, 3.348, -1.707], [2.944, 3.785, 0.896], [4.173, 1.687, -0.790], [-2.728, -4.021, -2.183], [-1.147, -4.598, 0.610], [0.239, -4.692, -1.799], [1.046, 0.873, -2.547], [-1.605, 1.962, -3.161], [3.544, -1.835, 1.164], [3.513, -0.795, -0.340], [2.160, -1.982, 0.005], [3.712, -0.486, 3.116], [2.836, 1.040, 3.518], [4.118, 1.045, 2.236], [1.579, -2.312, 2.278], [0.038, -1.370, 2.346], [1.355, -1.093, 3.584], [2.668, 4.197, -2.052], [1.033, 3.662, -1.529], [2.259, 2.551, -2.432], [3.578, 4.508, 0.369], [3.437, 3.372, 1.784], [1.968, 4.226, 1.148], [4.789, 2.463, -1.256], [4.030, 0.897, -1.531], [4.716, 1.288, 0.063], [-3.652, -4.605, -2.075], [-2.532, -3.971, -3.256], [-2.978, -3.014, -1.828], [-1.640, -5.421, 1.170], [-1.564, -3.660, 0.979], [-0.087, -4.638, 0.872], [0.285, -5.124, -2.813], [0.969, -5.189, -1.132], [0.548, -3.653, -1.858], [-0.708, -1.264, -2.210], [0.524, -1.650, -2.740], [0.605, -1.794, -4.135], [-0.440, -1.214, -4.920], [-1.429, -0.454, -4.336], [-1.533, -0.212, -2.863], [-1.301, -1.941, -1.191], [-1.046, -2.837, -1.210], [1.341, -2.018, -2.039], [1.448, -2.355, -4.595], [-0.383, -1.388, -6.013], [-2.244, -0.046, -4.949], [-2.598, -0.351, -2.616], [-1.766, 2.644, 1.190], [-0.923, 1.462, 1.640], [-1.803, 0.249, 1.519], [-3.003, 0.391, 2.363], [-3.756, 1.604, 1.991], [-2.940, 2.851, 2.083], [-2.438, 3.008, 3.462], [-1.719, 1.800, 3.970], [-0.536, 1.605, 3.121], [-2.563, 0.592, 3.785], [-2.167, 2.401, 0.188], [-1.115, 3.540, 1.199], [-1.244, -0.636, 1.857], [-2.092, 0.161, 0.461], [-4.593, 1.697, 2.696], [-4.110, 1.497, 0.956], [-1.752, 3.866, 3.499], [-3.308, 3.148, 4.123], [-0.063, 0.664, 3.443], [0.177, 2.436, 3.190], [-3.476, 0.735, 4.376], [-1.988, -0.285, 4.116]],
  "e_lumo_ha": [-0.435, -0.559],
  "total_energy_ev": -63310.27817,
  "relative_energy_kcal_mol": 0.0,
  "spin_multiplicity": 6,
  "charge": 4,
  "homo_ev": [-18.68, -18.69]
}

Q: Which formula does entry 2 have?
A: C23H49IrN2OP3S